The following is a quantum chemistry calculation of a gas-phase ion, C5H12N3OS (charge +1), from the OMol25 dataset.

Last column: Löwdin spin population.
Positions of all 22 atoms, in Å:
C 0.773 0.542 -0.019  0.0120
C -3.402 0.200 0.140  0.4215
C 1.152 2.005 0.005  0.0014
C 3.055 -0.264 -0.318  0.0097
C 1.198 -1.767 0.334  0.0406
N -4.510 -0.488 0.081  0.0756
N 1.665 -0.445 0.116  0.0867
N -0.561 0.278 -0.151  0.1721
O -3.210 1.357 0.251  0.1721
S -1.576 -1.078 -0.195  0.9440
H 1.132 2.482 -1.068  0.0006
H 2.082 2.327 0.587  0.0000
H 0.259 2.419 0.363  0.0006
H 3.604 -1.066 0.012  0.0003
H 2.994 -0.249 -1.412  0.0046
H 3.383 0.704 0.026  0.0009
H 0.207 -1.625 0.754  0.0169
H 1.249 -2.258 -0.607  0.0096
H 1.802 -2.435 1.051  0.0044
H -5.482 -0.024 0.037  0.0225
H -4.439 -1.568 0.026  0.0076
H -1.377 0.950 -0.013  -0.0039

Results
2S+1: 3
HOMO-LUMO gap (spin up / spin down): 0.207 / 0.250 Ha
Net charge: +1
E_LUMO (spin up / spin down): -3.51 / -6.40 eV
E_HOMO (spin up / spin down): -9.1 / -13.2 eV

The following is a quantum chemistry calculation of a molecular structure, C48H45N5P2S5Se2Ti, from the OMol25 dataset.

Last column: Mulliken charge in e.
Positions of all 108 atoms, in Å:
Ti -0.362 0.870 1.853  -1.0760
C -2.746 4.214 0.672  -1.1967
C -2.358 5.049 1.887  -0.7327
S -0.571 4.931 2.077  0.0737
C -0.262 4.941 3.850  -0.6613
C 0.925 4.023 4.117  -1.2105
S 0.684 2.230 3.939  0.3862
C -0.306 1.814 5.395  -1.1029
C -1.806 1.880 5.163  -0.5662
S -2.343 0.918 3.715  0.3927
C -3.765 1.942 3.218  -0.6270
C -4.002 1.937 1.721  -1.2653
S -2.547 2.408 0.749  0.5994
H -2.159 4.522 -0.196  0.3290
H -3.793 4.375 0.412  0.6614
H -2.866 4.716 2.791  0.3042
H -2.658 6.081 1.706  0.5038
H -1.150 4.623 4.394  0.1861
H -0.004 5.941 4.200  0.4914
H 1.301 4.156 5.133  0.6286
H 1.749 4.259 3.441  0.4220
H -0.020 2.494 6.198  0.6518
H -0.004 0.812 5.688  0.3907
H -2.131 2.908 5.022  0.2488
H -2.327 1.480 6.034  0.5655
H -3.570 2.951 3.575  0.1646
H -4.641 1.557 3.741  0.5617
H -4.808 2.630 1.477  0.6979
H -4.296 0.951 1.377  0.3853
Se -3.887 -4.974 -0.001  -0.2745
P -2.444 -3.847 -0.972  -0.1399
C -0.782 -4.573 -0.827  0.7974
C -0.107 -4.436 0.387  -0.0868
C 1.064 -5.138 0.615  -0.5422
C 1.564 -5.999 -0.353  -0.7706
C 0.897 -6.135 -1.561  -0.7373
C -0.268 -5.421 -1.802  -0.4336
C -2.786 -3.511 -2.717  0.7185
C -3.055 -4.598 -3.550  -0.4324
C -3.353 -4.394 -4.887  -0.8625
C -3.423 -3.104 -5.397  -0.6310
C -3.208 -2.018 -4.563  -0.4990
C -2.890 -2.222 -3.228  -0.2410
C -2.166 -2.202 -0.215  0.7510
C -1.143 -1.283 -0.252  -0.7313
N -1.442 -0.336 0.685  1.8116
N -2.616 -0.684 1.260  -0.2300
N -3.045 -1.777 0.746  -0.9310
P 0.435 -0.969 -1.045  0.1274
Se 1.684 -0.540 0.678  -0.3020
C 0.181 0.433 -2.138  1.1616
C -1.062 1.035 -2.298  -0.0821
C -1.201 2.096 -3.183  -1.3333
C -0.107 2.548 -3.905  -0.6507
C 1.135 1.942 -3.747  -0.8098
C 1.282 0.887 -2.866  -0.7557
C 1.144 -2.263 -2.050  1.1069
C 2.188 -3.049 -1.568  -0.6029
C 2.809 -3.949 -2.418  -0.8807
C 2.382 -4.075 -3.732  -0.6655
C 1.337 -3.294 -4.211  -0.9372
C 0.729 -2.372 -3.379  -0.3652
H -0.515 -3.801 1.167  0.4220
H 1.581 -5.035 1.561  0.3771
H 2.466 -6.567 -0.165  0.4543
H 1.281 -6.804 -2.320  0.4709
H -0.773 -5.536 -2.751  0.3510
H -3.065 -5.602 -3.141  0.5237
H -3.556 -5.243 -5.527  0.4461
H -3.674 -2.947 -6.438  0.4329
H -3.299 -1.010 -4.948  0.4683
H -2.744 -1.364 -2.584  0.3619
H -1.921 0.694 -1.735  0.4586
H -2.171 2.558 -3.315  0.5915
H -0.220 3.369 -4.601  0.4779
H 1.987 2.294 -4.314  0.5281
H 2.249 0.411 -2.749  0.5104
H 2.510 -2.962 -0.538  0.2464
H 3.624 -4.557 -2.051  0.4703
H 2.871 -4.779 -4.392  0.4837
H 1.009 -3.387 -5.237  0.5227
H -0.051 -1.733 -3.769  0.4890
S -0.033 -0.976 3.525  -0.6082
C 1.577 -1.584 3.713  0.7675
N 1.648 -2.876 4.115  0.0789
C 2.796 -3.541 4.361  -0.3637
C 3.995 -2.908 4.194  -0.7094
C 3.979 -1.575 3.777  -0.4894
C 2.789 -0.916 3.543  -0.3219
H 0.767 -3.365 4.234  0.2562
H 2.691 -4.566 4.685  0.4917
H 4.917 -3.434 4.389  0.4685
H 4.913 -1.045 3.642  0.4873
H 2.782 0.121 3.245  0.4913
N 5.069 7.037 -3.786  -0.4322
C 4.446 6.355 -3.105  -0.2249
C 3.659 5.500 -2.257  0.6112
C 2.358 5.870 -1.921  -0.9871
C 1.601 5.045 -1.111  -0.0017
C 2.135 3.841 -0.646  0.1407
C 3.445 3.482 -0.980  -0.1220
C 4.207 4.309 -1.780  -0.8947
C 1.351 2.952 0.147  0.2650
C 0.686 2.160 0.793  0.2846
H 1.955 6.801 -2.292  0.5106
H 0.593 5.325 -0.835  0.4114
H 3.850 2.550 -0.609  0.5518
H 5.222 4.043 -2.044  0.4990

Results
HOMO-LUMO gap: 0.184 Ha
Net charge: +2
E_LUMO: -6.52 eV
E_HOMO: -11.5 eV

The following is a quantum chemistry calculation of a molecular structure, C18H50N4O5, from the OMol25 dataset.

Last column: Mulliken charge in e.
Positions of all 77 atoms, in Å:
C -9.843 -4.302 2.222  -1.8411
C -9.819 -5.512 3.131  0.6736
C -8.472 -5.738 3.598  -1.0118
O -7.868 -6.471 2.518  -0.3005
C -6.551 -7.129 2.549  -0.9010
N -10.822 -5.273 4.169  -0.7876
H -10.840 -4.077 1.846  0.1777
H -9.297 -4.564 1.316  0.5560
H -9.444 -3.362 2.605  0.6568
H -10.162 -6.408 2.613  0.3039
H -8.483 -6.279 4.544  0.4630
H -7.891 -4.855 3.864  0.3572
H -6.275 -7.888 1.816  0.2988
H -6.289 -7.648 3.471  0.3440
H -5.732 -6.410 2.548  0.3336
H -10.998 -6.068 4.767  0.2892
H -11.643 -4.946 3.679  0.2083
C -13.445 -3.436 -1.649  -1.4019
C -11.982 -3.151 -1.294  3.0446
C -11.112 -4.086 -2.186  -1.9255
O -9.704 -4.082 -1.859  -0.1981
C -9.452 -4.766 -0.672  -0.9900
N -11.729 -1.799 -1.568  -0.8348
H -13.687 -4.460 -1.362  0.3964
H -13.539 -3.541 -2.730  0.4673
H -14.153 -2.691 -1.286  -0.1404
H -11.809 -3.425 -0.254  -0.5187
H -11.012 -3.773 -3.225  0.3914
H -11.532 -5.085 -2.302  0.3585
H -9.892 -4.334 0.227  0.3230
H -8.380 -4.804 -0.477  0.3147
H -9.842 -5.779 -0.769  0.4250
H -11.789 -1.206 -0.753  -0.4137
H -10.731 -1.721 -1.707  0.0410
C -11.563 1.668 -0.409  -1.6083
C -12.933 1.225 0.229  -0.5128
C -13.728 0.196 -0.555  0.8480
O -15.084 0.154 0.016  -0.4245
C -15.913 -0.972 -0.401  -0.8569
N -12.799 0.810 1.620  -0.4451
H -11.894 2.062 -1.371  0.4657
H -10.920 0.794 -0.508  -0.2293
H -11.057 2.446 0.162  0.4194
H -13.494 2.157 0.302  0.4740
H -13.241 -0.767 -0.710  0.1827
H -13.681 0.504 -1.599  0.3758
H -16.819 -0.914 0.202  0.3435
H -15.480 -1.889 -0.001  0.3938
H -16.155 -1.043 -1.461  0.3094
H -12.945 1.519 2.324  0.2699
H -13.534 0.166 1.874  0.1943
C -8.083 -1.658 -2.062  -1.6203
C -8.840 -1.225 -0.781  0.0134
C -9.326 0.209 -0.739  -0.5175
O -9.785 0.537 0.587  0.1993
C -8.834 1.037 1.541  -1.1660
N -9.776 -2.304 -0.505  0.4125
H -8.805 -1.661 -2.879  0.2918
H -7.611 -2.639 -2.021  0.2689
H -7.301 -0.947 -2.327  0.5092
H -8.117 -1.269 0.034  0.3815
H -10.083 0.392 -1.502  0.4621
H -8.561 0.924 -1.042  0.6389
H -9.209 0.927 2.559  0.2710
H -8.602 2.059 1.243  0.3343
H -7.863 0.544 1.498  0.3648
H -9.335 -3.180 -0.263  0.0306
H -10.300 -2.042 0.317  1.1381
C -11.244 -1.931 2.644  -1.7387
C -11.613 -2.251 1.230  -0.4523
O -11.578 -1.051 0.416  0.8960
H -11.047 -2.860 3.179  0.5727
H -11.855 -1.364 3.346  0.3613
H -10.369 -1.282 2.608  0.2002
H -12.609 -2.673 1.090  0.6136
H -10.901 -3.019 0.926  -1.7882
H -12.027 -0.334 0.871  -0.0360

Results
HOMO-LUMO gap: 0.263 Ha
Net charge: 0
E_LUMO: 0.64 eV
E_HOMO: -6.5 eV

The following is a quantum chemistry calculation of a single C7H10N4O2 molecule, from the OMol25 dataset.

Last column: natural (NBO) charge in e.
Positions of all 23 atoms, in Å:
C 4.439 -0.908 -0.489  -0.2078
N 3.545 -0.372 0.209  0.3069
O 3.188 -0.854 1.254  -0.4607
O 2.995 0.940 -0.221  -0.2024
N 1.712 1.048 -0.176  -0.1434
C 0.943 0.074 -0.018  0.2032
N -0.395 0.052 0.043  -0.2184
N -1.076 -1.126 0.125  -0.2861
C -2.375 -0.767 0.098  0.1742
C -3.377 -1.914 0.220  -0.6364
C -2.547 0.662 0.065  -0.3486
C -1.252 1.106 0.025  0.2091
C -0.646 2.463 -0.008  -0.6657
H 4.835 -1.881 -0.227  0.2207
H 4.683 -0.517 -1.484  0.2053
H 1.300 -0.923 0.200  0.2141
H -3.750 -2.109 1.244  0.2251
H -4.356 -1.658 -0.371  0.2128
H -2.977 -2.838 -0.045  0.2322
H -3.506 1.196 -0.032  0.2393
H 0.359 2.510 0.478  0.2640
H -0.451 2.509 -1.147  0.2309
H -1.292 3.306 0.257  0.2318

Results
HOMO-LUMO gap: 0.356 Ha
Net charge: 0
E_LUMO: 0.75 eV
SMILES string: C=[N+]([O-])O/N=C/n1nc(C)cc1C
E_HOMO: -8.9 eV